# C3H12O4

3 unconnected molecules or ions with the total composition C3H12O4 (the ωB97M-V functional and the def2-TZVPD basis, OMol25).

The geometry in XYZ format:
```
19
C3H12O4, DFT the ωB97M-V functional and the def2-TZVPD basis
C 0.68599 -0.93713 1.08159
O 1.89445 -1.70018 1.15441
C 0.64123 -0.24166 -0.26641
C -0.60081 0.60614 -0.39291
O -0.74032 1.13963 -1.73416
H 0.62171 -0.22319 1.89879
H -0.15750 -1.63201 1.16196
H 2.25036 -1.64511 2.04388
H 0.60000 -1.02281 -1.03769
H 1.53520 0.35316 -0.42106
H -0.61080 1.44121 0.31072
H -1.50098 0.01876 -0.17512
H -0.64969 2.09307 -1.64346
H -2.10018 0.79837 2.44213
H -3.03503 -0.07372 3.25679
O -2.21185 -0.10560 2.75874
H 0.62891 -0.01524 -3.92962
H 1.25051 0.85151 -2.87905
O 1.49880 0.29480 -3.62951
```

Structure (SMILES) = OCCCO.O.O
E_LUMO = 0.3801 eV
Charge = 0
Energy above the lowest of the compared OMol25 structures with the same formula, charge and spin = 76.7 kJ/mol
HOMO = -10.207 eV
Kohn-Sham gap = 10.587 eV

=====

# C3H3F3O

2 unconnected molecules or ions with the total composition C3H3F3O in a non-equilibrium geometry (the ωB97M-V functional and the def2-TZVPD basis, OMol25).

The geometry in XYZ format:
```
10
C3H3F3O, DFT the ωB97M-V functional and the def2-TZVPD basis
C -1.66483 -0.27796 -0.93719
C -1.20642 -0.51089 0.20471
C 1.12732 0.25060 0.20367
O 1.81272 0.02745 1.32938
F -1.51053 -1.17218 1.29185
F 0.88105 1.58703 0.04542
F 1.73411 -0.22619 -0.88525
H -2.61899 -0.75488 -1.20241
H -1.16774 0.49269 -1.53009
H 2.61331 0.58432 1.47990
```

E_LUMO (spin up / spin down) = -0.1794 / -0.1225 eV
Charge = 0
Energy above the lowest of the compared OMol25 structures with the same formula, charge and spin = 417.5 kJ/mol
HOMO (spin up / spin down) = -9.211 / -9.258 eV
Kohn-Sham gap (spin up / spin down) = 9.032 / 9.136 eV

=====

# C7H9NO2

A molecular structure, C7H9NO2 in a non-equilibrium geometry (the ωB97M-V functional and the def2-TZVPD basis, OMol25).

The geometry in XYZ format:
```
19
C7H9NO2, DFT the ωB97M-V functional and the def2-TZVPD basis
C -0.72975 -0.95850 0.74095
C -0.97806 -1.61278 -2.06877
C -1.49945 0.15540 1.20001
C -0.00465 -0.47448 -2.25255
C -0.24470 0.95991 1.72050
C 0.49242 0.19333 -1.00488
C 1.11008 0.36880 1.26090
N 0.57322 -0.60294 0.19002
O -1.28572 -1.78820 -0.83014
O -2.62617 0.49640 1.44254
H 0.75457 -0.99684 -2.89907
H -0.58166 0.27911 -2.80725
H -0.35085 1.97873 1.43995
H -0.13537 0.79153 2.77522
H 1.45989 0.75462 -1.25317
H -0.37136 0.91986 -0.62547
H 1.68728 1.09759 0.86945
H 1.68782 -0.10416 2.05859
H 1.04246 -1.45739 0.04316
```

E_LUMO = 0.2145 eV
Charge = 0
Energy above the lowest of the compared OMol25 structures with the same formula, charge and spin = 771.6 kJ/mol
HOMO = -7.582 eV
Kohn-Sham gap = 7.797 eV

=====

# C13H13N3OS

C13H13N3OS in the gas phase in a non-equilibrium geometry (the ωB97M-V functional and the def2-TZVPD basis, OMol25).

The geometry in XYZ format:
```
31
C13H13N3OS, DFT the ωB97M-V functional and the def2-TZVPD basis
S -1.75219 -2.39431 -0.78297
N -2.19544 -0.72037 3.92767
O 4.18423 3.07194 -0.37169
C -0.83605 -1.04575 -0.74706
C -3.59152 -0.65226 3.83295
C -1.39268 -0.55457 2.92241
C -4.13259 -0.65436 2.48637
C 2.06616 2.48725 -1.49434
C 3.41629 0.88636 -0.42192
C -3.30413 -0.60708 1.35365
C 1.15202 1.47800 -1.85047
C 2.37311 -0.12200 -0.65087
C 3.18907 2.21223 -0.80468
C -1.88132 -0.43862 1.51523
C 1.16567 0.20204 -1.31828
N -0.99705 -0.29690 0.44945
N 0.16111 -0.75507 -1.71215
C 0.60272 -1.78459 -2.70810
H 4.40045 3.58214 -1.19174
H -4.28033 -0.87206 4.61099
H -0.38527 -0.64323 3.07929
H -5.24189 -0.54397 2.32211
H 1.93515 3.50039 -1.90278
H 4.32497 0.60005 0.03986
H -3.74136 -0.51227 0.32964
H 0.30075 1.70021 -2.54472
H 2.42769 -1.22956 -0.33900
H -0.18640 0.22407 0.82192
H 1.21698 -1.26804 -3.46845
H -0.20787 -2.29648 -3.22858
H 1.20974 -2.55317 -2.15372
```

Structure (SMILES) = CN(C(=S)Nc1cccnc1)c1ccc(O)cc1
E_LUMO = 0.4529 eV
Charge = 0
Energy above the lowest of the compared OMol25 structures with the same formula, charge and spin = 378.9 kJ/mol
HOMO = -8.143 eV
Kohn-Sham gap = 8.596 eV